Formula: CHClO3
Source: the OMol25 dataset
Level of theory: ωB97M-V/def2-TZVPD

Output
Structure (SMILES) = O=C=O.OCl
LUMO level = -0.12 eV
Charge = 0
Relative energy (zero: lowest compared OMol25 entry of this formula, charge and spin) = 87.6 kJ/mol
Frontier orbital gap = 0.401 Eh

Structure (XYZ):
```
6
Properties=species:S:1:pos:R:3:forces:R:3:lowdin_charge:R:1
O 0.72422 0.75924 -0.05592 -0.2 0.2 0.7 0.175
C 0.95683 -0.38228 -0.11008 -2.4 0.6 -1.1 -0.446
O 0.87318 -1.50909 -0.31898 1.0 -1.1 0.4 0.239
O 2.96794 0.50895 -0.14536 5.3 -7.2 -3.6 -0.519
Cl 4.62915 0.74002 0.02183 0.0 -0.1 0.0 0.652
H 2.61890 1.20336 0.19272 -3.6 7.6 3.6 -0.100
```
Positions in Å, forces in eV/Å.